[1]
Density functional theory data (ωB97M-V/def2-TZVPD) for 19 unconnected molecules or ions with the total composition C41H118F6N5O22S2 at a distorted geometry.

Geometry as XYZ:
```
194
Properties=species:S:1:pos:R:3
S -1.24809 -0.41946 0.06168
S -0.06107 1.90129 -0.10501
F 2.16204 0.64115 -0.66281
F 2.39435 2.72532 -0.05381
F -1.23387 -2.17671 -1.83438
F -2.57259 -2.62135 -0.18976
F -3.10250 -1.12175 -1.66776
F 1.68029 2.25085 -2.04549
O -6.93056 -6.06844 -1.47732
O -1.55311 -5.86799 -4.94416
O -2.80379 1.64081 -2.77079
O 0.17182 -0.06150 -3.53481
O 2.13266 -4.02018 -1.71255
O 4.91459 3.43504 3.18430
O 0.23339 4.51377 3.78376
O -5.88741 -1.56155 2.79791
O -0.59234 3.16557 -0.51362
O -5.54564 -0.52600 -5.26665
O -2.31107 -1.47241 5.03825
O -4.05915 4.49006 2.30275
O 3.31552 1.63662 -5.30249
O -0.16142 -1.15427 0.66107
O 6.95578 -2.52754 -1.55259
O -1.81435 -4.37365 4.81221
O 2.07290 6.73352 -1.33153
O 2.14954 -6.72489 3.64065
O 0.07636 1.69957 1.29939
O -2.20931 0.07056 1.01647
O 5.29662 3.13441 0.42944
O 0.30856 5.05267 -5.16737
N -0.75734 0.66954 -0.98923
N -3.05224 7.09650 1.26257
N -0.09998 5.92046 0.37258
N 2.87884 -7.16896 -3.49062
N 3.34229 -4.22856 4.35556
C -1.45465 -5.04909 -3.77902
C 5.98798 -1.48313 -1.71592
C -3.62831 2.38135 -1.88553
C 1.75517 -3.06097 2.91629
C -4.86669 -0.85769 2.03286
C 6.88419 1.33619 0.69669
C -0.57528 3.74948 4.63441
C -3.91284 3.12705 2.61754
C 4.74667 2.62930 -3.60934
C 3.17419 5.86974 -1.16283
C 1.19687 -1.02633 -3.49075
C 2.09849 -7.90388 2.88542
C -4.75283 -0.69996 -4.09670
C 5.49103 1.74647 0.27324
C 2.92458 -5.74593 -3.18440
C -5.22386 -4.34263 -1.20084
C -5.65609 -5.60796 -1.92895
C 2.37202 -4.96725 -4.38484
C 2.14727 -5.40005 -1.92143
C -3.99428 6.42438 -0.88083
C -3.68416 4.75704 0.96229
C 2.03219 -4.33461 3.69846
C -2.48855 -5.20626 3.87079
C 0.55714 5.52616 1.64371
C -0.45555 4.99733 2.63742
C -2.11442 -1.64849 -0.97143
C -2.85611 -4.40315 2.66499
C 3.52359 3.59456 3.43129
C -4.83230 2.84905 -2.67296
C 2.84557 2.28879 3.80850
C 4.26650 1.35017 -4.29500
C -5.58095 -0.19850 0.87187
C -1.03852 -1.39366 4.44354
C 1.96664 -5.57352 2.82289
C 1.67266 1.87830 -0.77551
C 0.59979 5.33213 -3.79790
C 4.65316 -2.08467 -2.04270
C -4.01324 6.16589 0.60716
C -0.55547 0.03405 4.30466
C 1.40980 -3.66134 -0.56339
C 1.36951 6.68114 2.20747
H 4.42733 -2.87567 -1.32662
H -4.21073 4.03094 0.32314
H -2.86637 2.80607 2.65885
H 3.29180 1.81662 4.68331
H 5.07858 3.36284 -4.35700
H 0.47343 0.09314 3.94662
H 3.55637 -5.11269 4.81377
H -2.62040 4.53159 0.80922
H 3.56812 5.85932 -0.13774
H 2.93062 4.83233 -1.42400
H 3.02627 3.97942 2.53908
H -4.53358 3.17396 -3.66576
H -5.59942 2.07763 -2.74369
H -1.08513 -4.05609 -4.04186
H -0.56859 0.52737 5.28285
H -5.83990 -3.48874 -1.49749
H -3.50430 -3.56123 2.92129
H -7.56911 -5.36453 -1.62554
H 7.83327 -2.15324 -1.66276
H -4.98406 -1.64010 -3.58287
H 2.62968 -5.90093 -1.06009
H 1.15783 -7.99931 2.32769
H 0.76841 7.55007 2.47986
H 3.96095 -5.42322 -3.05340
H 3.97955 6.18843 -1.82613
H 1.97101 -7.46544 -3.82441
H -1.83697 -6.05153 3.61156
H 2.58517 -2.79922 2.25492
H 5.24253 1.44733 -0.74912
H 1.61957 -2.21961 3.59250
H 3.13071 -7.74354 -2.69535
H -1.39319 4.37574 5.03368
H -3.16355 7.03442 2.27013
H -0.88133 6.51134 0.65910
H -0.26751 5.18138 -3.14636
H 0.85926 6.39005 -3.69186
H -0.69700 -5.48959 -3.12926
H 1.23477 4.70136 1.39888
H 5.38616 3.49087 4.01824
H -3.30474 8.04481 1.00697
H 5.12309 0.74908 -4.62319
H 1.30378 -4.41857 4.51042
H -3.09911 3.22431 -1.43109
H -4.15325 -1.62773 1.74349
H -4.34993 -0.11701 2.64246
H -4.87569 0.10472 -3.36350
H 0.38116 -4.03768 -0.53745
H 7.62890 1.81907 0.05239
H -2.02232 1.34840 -2.27323
H 5.19581 3.32532 1.37222
H -1.16101 0.60701 3.59973
H 3.33137 4.37800 4.17403
H -3.70421 -0.67564 -4.38109
H 0.79751 -2.05031 -3.54871
H 3.11846 -4.98194 -5.18374
H -3.17044 5.94382 -1.41001
H -5.35226 -4.46188 -0.12315
H -0.00428 3.45911 5.51458
H -1.60192 -4.86980 5.60702
H -1.00930 2.89588 4.10741
H -0.46987 5.04011 0.01020
H 3.83521 -1.37004 -1.93855
H -3.37453 -5.66352 4.33009
H -4.94530 -6.39837 -1.67960
H 3.89722 3.14341 -3.15728
H 3.76439 2.06553 -6.03682
H -5.63645 -5.49488 -3.01700
H 1.97279 6.35061 3.05320
H -3.92611 1.73026 -1.04890
H -3.43905 -5.02336 1.98102
H 4.06347 -4.20853 3.63220
H 1.13269 -5.82389 -2.00613
H -2.56780 -2.40253 5.00148
H -4.90456 6.01123 -1.33443
H -0.92471 -1.87691 3.46302
H 3.00741 1.61226 2.96030
H 2.94432 -7.98216 2.19186
H 2.78079 -5.53990 2.07750
H 4.71821 1.23007 0.86585
H -4.35765 2.95884 3.59919
H -4.07919 7.48356 -1.12962
H -0.27332 -1.91863 5.04343
H -5.71927 -1.41268 3.73174
H -4.84738 0.22465 0.17978
H 1.88249 -4.15307 0.30794
H -6.45853 -0.51728 -4.96728
H -4.44861 2.49226 1.89850
H 3.73797 0.77071 -3.53302
H -1.02472 4.16700 2.20355
H -4.99390 6.46891 0.99487
H 7.07561 1.70426 1.70468
H -1.13978 5.78287 2.98980
H 1.78072 -0.96965 -2.56862
H 1.83628 -0.89239 -4.36602
H 1.48412 -5.43052 -4.82093
H 1.03072 -5.66956 2.25203
H 5.55930 2.46026 -2.90391
H 0.84944 -3.18976 2.32124
H 1.76657 2.42138 3.85018
H -1.84048 -5.29429 -5.65880
H -0.47327 5.55217 -5.41218
H 5.93651 -0.83996 -0.83003
H 2.13805 -8.74209 3.58254
H 1.43489 4.72373 -3.47254
H 2.20597 -3.93375 -4.08913
H 1.51452 -2.60315 -0.35180
H 7.09396 0.27065 0.59022
H -1.97693 -4.01510 2.15037
H -6.18888 -0.91542 0.32129
H 4.62463 -2.48088 -3.05704
H 6.32815 -0.78859 -2.49998
H -0.06184 0.18062 -2.62474
H -2.37870 -4.98911 -3.19841
H -6.19928 0.62220 1.23626
H 2.06763 7.00442 1.42902
H 1.38573 6.47410 -0.68291
H -4.17088 -4.11837 -1.36577
H -5.27126 3.68370 -2.11790
```

Calculated values
Frontier orbital gap = 0.3369 Eh
HOMO = -7.28 eV
Net charge = -1

Results of the Löwdin charge analysis, in e, for atoms 1 through 99:
1. S 0.583
2. S 0.640
3. F 0.131
4. F 0.141
5. F 0.128
6. F 0.134
7. F 0.157
8. F 0.158
9. O -0.086
10. O -0.123
11. O -0.092
12. O -0.123
13. O -0.200
14. O -0.084
15. O -0.198
16. O -0.101
17. O -0.278
18. O -0.116
19. O -0.070
20. O -0.175
21. O -0.063
22. O -0.289
23. O -0.077
24. O -0.086
25. O -0.155
26. O -0.194
27. O -0.269
28. O -0.281
29. O -0.088
30. O -0.125
31. N -0.290
32. N 0.039
33. N 0.065
34. N 0.035
35. N 0.037
36. C -0.147
37. C -0.318
38. C -0.328
39. C -0.058
40. C -0.298
41. C -0.081
42. C -0.113
43. C -0.097
44. C -0.077
45. C -0.174
46. C -0.165
47. C -0.129
48. C -0.165
49. C -0.345
50. C -0.429
51. C -0.087
52. C -0.319
53. C -0.045
54. C -0.231
55. C -0.057
56. C -0.213
57. C -0.428
58. C -0.308
59. C -0.407
60. C -0.192
61. C -0.670
62. C -0.074
63. C -0.294
64. C -0.072
65. C -0.061
66. C -0.326
67. C -0.080
68. C -0.352
69. C -0.220
70. C -0.664
71. C -0.150
72. C -0.074
73. C -0.416
74. C -0.082
75. C -0.101
76. C -0.041
77. H 0.075
78. H 0.116
79. H 0.073
80. H 0.077
81. H 0.074
82. H 0.068
83. H 0.063
84. H 0.105
85. H 0.070
86. H 0.049
87. H 0.096
88. H 0.084
89. H 0.060
90. H 0.080
91. H 0.076
92. H 0.071
93. H 0.071
94. H 0.077
95. H 0.073
96. H 0.065
97. H 0.125
98. H 0.086
99. H 0.084



[2]
Density functional theory data (ωB97M-V/def2-TZVPD) for 5 unconnected molecules or ions with the total composition CH12O4 at a distorted geometry.

Geometry as XYZ:
```
17
Properties=species:S:1:pos:R:3
O -0.83657 -1.64326 -0.11449
O -1.02363 0.41500 1.83101
O 1.48767 1.37611 1.78531
O 1.43516 -0.89743 -1.44834
C -1.24157 0.81828 -1.90065
H -0.01214 -1.61343 0.14163
H -0.96923 0.41050 2.75097
H -0.67169 0.98142 -0.93437
H -1.09249 -0.40817 1.47833
H 1.27140 -0.16896 -1.84095
H -0.92558 -1.67711 -1.09408
H -2.28865 0.99085 -1.95378
H 2.26907 1.42210 1.18558
H -0.88121 1.59116 -2.65916
H 2.36473 -1.17043 -1.35424
H -0.91764 -0.15812 -2.26941
H 0.80175 0.88709 1.52548
```

Calculated values
SMILES = C.O.O.O.O
Frontier orbital gap = 0.4179 Eh
HOMO = -11.01 eV

Atom-resolved charges from Löwdin, all expressed in e:
1. O -0.011
2. O 0.020
3. O -0.028
4. O 0.036
5. C -0.046
6. H -0.069
7. H 0.034
8. H 0.042
9. H -0.041
10. H -0.086
11. H 0.057
12. H 0.011
13. H 0.061
14. H 0.046
15. H 0.086
16. H -0.005
17. H -0.107



[3]
Density functional theory data (ωB97M-V/def2-TZVPD) for a molecular structure, C25H30N3O4PPt at a distorted geometry.

Geometry as XYZ:
```
64
Properties=species:S:1:pos:R:3
Pt 0.30167 -0.55448 0.27711
P 0.50848 -1.03342 2.43198
O 0.23070 -1.17392 -3.70232
O 0.08727 -0.21229 -1.70099
O 6.52537 -2.31284 -0.35718
O 6.59516 -3.34548 -2.24059
N -1.15786 -2.00068 0.27952
N 6.07217 -2.58664 -1.45129
N -1.67306 0.79933 0.27928
C 0.71833 2.94864 1.82477
C 4.06185 -1.30839 -0.84131
C -2.95793 3.85109 -1.35214
C 4.09588 -2.54713 -2.92725
C 4.69531 -2.13490 -1.74974
C -2.63067 -0.04881 0.16214
C -1.24916 -3.33017 0.07690
C -1.62542 3.13122 0.97437
C 2.12592 -1.30498 -2.29024
C -0.76551 2.78967 2.16538
C 1.34481 0.14658 3.52296
C 1.48387 -2.54917 2.61473
C -2.73704 1.56789 -2.35105
C -1.97424 2.16443 0.02779
C 2.80460 -2.12171 -3.18929
C -2.58485 2.51802 -1.17941
C -1.79022 1.93175 -3.49715
C -3.32352 -2.50054 -0.07107
C -1.04451 -1.37905 3.29169
C -2.69588 4.80982 -0.38935
C -2.57682 -3.68574 -0.12733
C 0.70566 -0.89280 -2.62317
C 2.77287 -0.89245 -1.13222
C -2.00475 4.44952 0.75811
C -2.41968 -1.47222 0.17281
H 1.02522 2.21089 1.07732
H -3.45199 4.13384 -2.27517
H -1.75472 5.19629 1.50421
H 4.57770 -0.99464 0.05296
H -0.37459 -3.96199 0.10517
H 1.45893 -0.30135 4.51135
H -1.67880 -0.49169 3.24971
H -1.56376 -2.19116 2.78575
H 2.51154 -2.36249 2.30237
H -0.85757 -1.64209 4.33338
H -3.00670 5.83618 -0.53914
H 0.90072 3.93621 1.39985
H 1.06146 -3.32126 1.97338
H 1.36212 2.84046 2.70206
H 0.75793 1.05933 3.61408
H -3.65342 0.30210 0.01432
H 2.32898 0.40082 3.12957
H 1.48427 -2.89866 3.64913
H -1.97910 2.93878 -3.86996
H -4.38926 -2.38831 -0.19996
H 2.28945 -2.42383 -4.09045
H 4.63486 -3.18479 -3.61148
H 2.29939 -0.19721 -0.43904
H -1.90105 1.22722 -4.32292
H -2.94401 -4.68404 -0.30293
H -0.97533 1.77148 2.49321
H -1.02747 3.45197 2.99354
H -2.52638 0.53844 -2.06870
H -3.77368 1.60065 -2.70001
H -0.75350 1.87870 -3.15804
```

Calculated values
Frontier orbital gap (alpha / beta) = 0.2459 / 0.2459 Eh
HOMO (alpha / beta) = -7.78 / -7.78 eV

Atom-resolved charges from Löwdin, all expressed in e:
1. Pt 0.957
2. P 0.640
3. O 0.086
4. O -0.219
5. O 0.072
6. O 0.082
7. N -0.158
8. N -0.350
9. N 0.013
10. C -0.097
11. C 0.010
12. C -0.044
13. C 0.022
14. C -0.139
15. C -0.097
16. C -0.164
17. C -0.181
18. C -0.116
19. C -0.207
20. C -0.240
21. C -0.238
22. C -0.196
23. C -0.174
24. C 0.016
25. C -0.161
26. C -0.083
27. C -0.042
28. C -0.226
29. C -0.077
30. C -0.089
31. C -0.580
32. C -0.052
33. C -0.048
34. C -0.331
35. H 0.053
36. H 0.115
37. H 0.113
38. H 0.119
39. H 0.100
40. H 0.058
41. H 0.047
42. H 0.044
43. H 0.046
44. H 0.056
45. H 0.102
46. H 0.082
47. H 0.031
48. H 0.060
49. H 0.019
50. H 0.150
51. H 0.055
52. H 0.055
53. H 0.066
54. H 0.104
55. H 0.126
56. H 0.122
57. H 0.064
58. H 0.078
59. H 0.091
60. H 0.068
61. H 0.114
62. H 0.084
63. H 0.117
64. H 0.071